[1]
C16H13Cl36FI2N2O2S as an isolated structure at a distorted geometry, computed with ωB97M-V/def2-TZVPD.

Results
frontier orbital gap = 8.94 eV
LUMO energy = -0.26 eV
max |F| = 1.93 eV/Å
DFT total energy = -504434.70578 eV
total charge = 0

The geometry in XYZ format:
```
73
Properties=species:S:1:pos:R:3:forces:R:3:mulliken_charge:R:1
I 1.72359 -3.23094 2.33903 -0.029 0.033 -0.109 0.121
I -1.56877 -2.24665 3.56520 0.021 -0.220 -0.242 0.438
Cl -11.73492 0.80112 1.41925 -0.038 -0.012 -0.043 -0.102
Cl 6.17835 -0.82622 -7.67067 0.124 -0.112 -0.179 0.021
Cl 1.80486 0.12561 -5.52504 0.003 0.024 0.045 -0.044
Cl -5.49604 -3.43918 4.43117 -0.068 0.173 -0.237 -0.091
Cl -5.51334 -0.91741 5.83003 -0.077 0.085 -0.106 -0.071
Cl 5.36779 5.59592 -2.48151 -0.077 0.376 0.056 -0.078
Cl 1.22021 -0.97818 5.51053 0.134 0.219 -0.002 -0.034
Cl -2.82638 -2.92471 6.51728 -0.224 -0.301 0.290 -0.039
Cl 3.67806 7.25786 -0.85934 -0.030 0.062 0.059 -0.114
Cl 2.79680 4.59940 -1.52638 0.013 0.336 -0.274 -0.053
Cl -7.19810 2.24793 0.15303 -0.069 0.011 0.092 -0.063
Cl 6.38296 0.28819 -10.31563 -0.033 0.030 -0.038 -0.106
Cl -3.85016 -1.90338 9.00726 0.021 0.069 0.033 -0.076
Cl -7.87806 -1.82453 4.45668 0.104 -0.141 0.097 -0.098
Cl -4.97043 2.88630 -1.55021 0.055 0.036 -0.033 -0.114
Cl 1.86756 -3.62093 6.44724 0.024 -0.071 -0.036 -0.115
Cl 8.70390 0.20091 -8.60767 0.034 0.028 0.012 -0.102
Cl -9.16467 0.53140 2.68917 -0.066 0.126 -0.104 0.024
Cl 2.66339 -1.31118 7.97879 0.055 0.015 0.035 -0.103
Cl 7.22053 0.83321 -2.38304 0.019 -0.048 0.016 -0.115
Cl -6.63819 0.61432 -2.14959 -0.016 -0.041 -0.034 -0.100
Cl 5.03832 2.55849 -3.11900 -0.074 -0.497 -0.148 -0.007
Cl 6.46421 1.08104 -5.15904 -0.049 0.010 0.088 0.012
Cl -0.11446 -2.06061 7.81521 0.320 0.198 0.178 -0.033
Cl 4.98388 4.95530 0.29500 0.075 -0.027 0.093 -0.117
Cl -2.28445 -4.31987 9.01377 0.050 -0.030 -0.028 -0.087
Cl -10.67426 2.96349 3.00129 -0.003 0.059 0.008 -0.108
Cl 3.72070 -1.96580 -6.03183 -0.136 -0.013 0.070 -0.103
Cl -5.58958 -0.93994 2.93414 -0.115 -0.149 0.216 -0.010
Cl -4.92654 -4.33829 7.90177 -0.085 -0.006 -0.004 -0.089
Cl 2.78768 -0.27645 -8.19780 0.032 0.017 -0.036 -0.076
Cl -11.56089 0.53857 4.28443 -0.022 -0.020 0.048 -0.113
Cl 1.02809 -2.21654 -7.02073 -0.068 -0.064 0.030 -0.102
Cl 7.63526 -2.23674 -9.71365 0.009 -0.051 -0.021 -0.104
Cl -4.87020 0.54456 0.12415 0.061 0.018 -0.077 -0.020
Cl 7.73897 3.27686 -3.82320 0.060 0.059 0.030 -0.121
S 0.62432 -2.29337 -1.18220 0.665 1.370 -0.545 1.128
F 0.12806 -3.55777 -0.50072 -0.625 -1.144 0.448 -0.193
O 1.82257 -2.60596 -1.83582 1.465 -0.578 -0.294 -0.602
O -0.41768 -1.76803 -1.94958 -1.784 0.449 -0.593 -0.602
N 0.48295 2.50955 -1.99781 -0.002 -0.176 0.063 -0.498
N 0.88164 -1.28418 0.11497 1.051 -0.835 0.559 0.723
C 2.75328 0.14101 -0.83965 0.018 0.570 0.780 -0.900
C 1.40694 -1.98716 6.93782 0.107 -0.029 0.061 0.262
C 2.31042 -0.83827 0.21206 -0.088 -0.450 -0.972 -1.519
C 0.44703 -1.87268 1.33329 0.836 -0.304 0.624 -1.470
C -3.46572 -3.37385 8.11022 -0.122 -0.035 -0.101 0.146
C 2.33796 -1.08528 -6.69772 -0.031 0.026 0.062 0.319
C 2.29843 1.56530 -0.64256 -0.261 -0.205 -0.534 0.333
C 0.81134 1.79306 -0.74408 -0.529 0.478 -0.723 -0.526
C -10.78310 1.20790 2.84792 0.016 0.031 -0.044 0.313
C 4.20275 5.59638 -1.15590 0.009 0.119 0.084 0.308
C -0.73361 -1.54691 1.79153 -0.784 -0.263 1.013 0.737
C -1.60157 -0.62161 1.05217 -0.114 0.541 -0.167 -0.860
C 6.60878 1.93282 -3.62246 -0.014 0.029 0.007 0.225
C -6.11577 -1.77823 4.40870 0.050 -0.131 0.087 0.216
C -5.92571 1.57477 -0.85576 0.032 0.017 -0.045 0.294
C 7.22677 -0.64411 -9.07662 0.063 0.057 0.021 0.273
H 0.61524 1.86054 -2.76593 0.183 -0.006 -0.172 0.134
H 2.72974 2.14043 -1.44273 0.304 0.172 -0.229 -0.448
H -0.51673 2.65572 -1.99277 -0.243 0.286 -0.088 0.277
H 3.82759 0.14688 -0.78448 0.682 -0.082 -0.015 0.427
H 2.47680 -0.48572 1.20754 -0.201 0.526 0.618 0.795
H 2.67369 2.00870 0.26007 0.366 -0.030 0.651 0.364
H 2.53572 -0.19841 -1.83093 -0.357 -0.342 -0.635 0.426
H 2.92650 -1.71136 0.10813 0.342 -0.572 0.059 0.544
H 0.22894 0.88870 -0.69703 -0.014 -0.552 0.201 0.404
H 0.46710 2.42616 0.05093 -0.155 0.371 0.566 0.272
H -1.82467 -1.00508 0.07621 -0.228 -0.123 -0.606 0.415
H -2.50436 -0.42574 1.58023 -0.740 0.097 0.338 0.260
H -1.08132 0.31291 0.94284 0.168 0.537 -0.227 0.115
```
Forces are in eV/Å.

[2]
One molecule with the formula C4H9NO, computed with ωB97M-V/def2-TZVPD.

Results
frontier orbital gap = 8.88 eV
LUMO energy = 0.80 eV
ΔE to the lowest compared entry with this formula, charge and spin = 79.74 kcal/mol
max |F| = 0.64 eV/Å
DFT total energy = -7828.86208 eV
total charge = 0

The geometry in XYZ format:
```
15
Properties=species:S:1:pos:R:3:forces:R:3:nbo_charge:R:1
O 1.67103 0.33416 1.12844 0.134 0.167 -0.180 -0.712
N 0.16764 0.34996 -1.27050 -0.445 0.107 -0.345 -0.592
C -0.86951 1.15120 -1.12727 0.479 0.132 0.398 0.126
C -1.55646 1.01367 0.21766 -0.081 0.235 -0.040 -0.776
C 0.97679 -0.85413 0.84061 -0.137 -0.301 -0.012 -0.074
C 0.41880 -0.93184 -0.59422 -0.088 -0.193 -0.005 -0.278
H -0.83538 0.93176 1.04641 -0.176 0.000 -0.160 0.212
H 1.08156 -1.49261 -1.25546 0.040 0.020 0.157 0.208
H 1.67812 -1.68442 0.97967 -0.115 0.097 0.015 0.184
H 1.36761 1.01757 0.51640 0.018 0.000 0.090 0.474
H -2.10971 1.94448 0.33936 -0.127 -0.146 0.249 0.234
H 0.15261 -1.00445 1.55254 0.143 0.120 -0.064 0.160
H -2.28583 0.19519 0.33632 0.255 0.042 -0.345 0.231
H -0.54541 -1.44662 -0.57871 0.188 -0.184 0.095 0.207
H 0.68815 0.47608 -2.13124 -0.086 -0.096 0.146 0.395
```
Forces are in eV/Å.